1.
{
  "formula": "C4F9O3S",
  "method": "ωB97M-V/def2-TZVPD",
  "total_charge": -1,
  "total_energy_ev": -45582.812,
  "e_homo_ev": -5.53,
  "homo_lumo_gap_ev": 8.8,
  "elements": ["O", "S", "O", "O", "C", "F", "F", "C", "F", "F", "C", "F", "F", "C", "F", "F", "F"],
  "xyz": [[1.114, -1.859, 0.980], [1.947, -1.007, 0.066], [2.028, -1.638, -1.303], [3.478, -0.862, 0.638], [1.288, 0.728, -0.159], [1.317, 1.019, -1.534], [2.252, 1.600, 0.438], [-0.094, 1.054, 0.570], [-0.154, 2.484, 0.674], [-0.104, 0.612, 1.917], [-1.422, 0.634, -0.208], [-2.500, 1.231, 0.520], [-1.526, 1.136, -1.511], [-1.752, -0.927, -0.245], [-3.090, -1.028, -0.731], [-0.980, -1.658, -1.147], [-1.802, -1.520, 1.034]],
  "mulliken_charge": [-0.620, 1.131, -0.654, -0.700, 0.461, -0.248, -0.255, 0.476, -0.326, -0.224, 0.623, -0.302, -0.257, 0.559, -0.285, -0.176, -0.205]
}


2.
{
  "formula": "C4H12IN2O",
  "method": "ωB97M-V/def2-TZVPD",
  "total_charge": 1,
  "total_energy_ev": -17462.575,
  "e_homo_ev": -12.90,
  "homo_lumo_gap_ev": 8.6,
  "elements": ["C", "C", "C", "C", "N", "N", "O", "I", "H", "H", "H", "H", "H", "H", "H", "H", "H", "H", "H", "H"],
  "xyz": [[2.914, 1.769, 1.167], [-1.629, -1.662, 0.446], [-2.811, 0.054, -0.865], [1.619, 0.292, -0.351], [2.742, 0.653, 0.274], [-1.607, -0.706, -0.625], [0.483, 0.774, -0.170], [4.572, -0.270, -0.418], [1.913, 2.416, 1.317], [3.358, 1.574, 2.189], [3.544, 2.539, 0.576], [-1.168, -1.320, 1.385], [-2.620, -1.968, 0.780], [-1.192, -2.743, 0.297], [-3.631, -0.593, -1.402], [-3.409, 0.482, 0.047], [-2.620, 0.700, -1.729], [1.580, -0.580, -0.985], [-1.329, -1.221, -1.511], [-0.707, -0.187, -0.422]],
  "mulliken_charge": [-0.744, -0.868, -0.919, 0.344, -0.335, 0.106, -0.786, 0.272, 0.283, 0.306, 0.329, 0.325, 0.367, 0.325, 0.350, 0.341, 0.379, 0.305, 0.419, 0.201]
}


3.
{
  "formula": "C5H9ClSi",
  "method": "ωB97M-V/def2-TZVPD",
  "total_energy_ev": -25730.041,
  "e_homo_ev": -9.01,
  "homo_lumo_gap_ev": 9.9,
  "elements": ["C", "C", "C", "C", "C", "Si", "Cl", "H", "H", "H", "H", "H", "H", "H", "H", "H"],
  "xyz": [[0.740, -1.203, 1.229], [0.655, -1.448, -0.052], [-0.008, 0.026, 1.707], [-0.518, 0.613, 0.400], [-0.144, -0.464, -0.786], [0.442, 0.368, -2.315], [0.219, -0.925, -3.868], [1.412, -1.773, 1.904], [0.837, -2.355, -0.541], [-0.858, -0.369, 2.333], [0.585, 0.709, 2.321], [-1.549, 0.930, 0.346], [0.084, 1.573, 0.182], [-1.243, -1.104, -1.426], [1.755, 0.788, -2.220], [-0.255, 1.437, -2.817]],
  "mulliken_charge": [-0.395, -0.730, -0.485, -0.843, 0.382, 0.584, -0.271, 0.363, 0.434, 0.217, 0.332, 0.390, 0.209, 0.203, -0.191, -0.199]
}


4.
{
  "formula": "C12H53BNO12P2",
  "method": "ωB97M-V/def2-TZVPD",
  "total_charge": 1,
  "total_energy_ev": -58605.895,
  "e_homo_ev": -11.27,
  "homo_lumo_gap_ev": 7.8,
  "elements": ["C", "B", "O", "P", "P", "N", "H", "H", "H", "H", "H", "H", "H", "H", "H", "C", "O", "H", "H", "H", "H", "C", "O", "H", "H", "H", "H", "C", "O", "H", "H", "H", "H", "C", "O", "H", "H", "H", "H", "C", "O", "H", "H", "H", "H", "C", "O", "H", "H", "H", "H", "C", "O", "H", "H", "H", "H", "C", "O", "H", "H", "H", "H", "C", "O", "H", "H", "H", "H", "C", "O", "H", "H", "H", "H", "C", "O", "H", "H", "H", "H"],
  "xyz": [[-1.137, 2.392, -0.973], [-2.040, 3.626, -1.152], [-1.901, 4.891, -0.731], [-3.856, 3.439, -2.031], [-5.605, 3.341, -0.616], [-6.470, 2.082, -0.660], [-0.979, 2.238, 0.103], [-1.551, 1.469, -1.380], [-0.153, 2.572, -1.413], [-1.031, 5.293, -0.801], [-3.937, 2.267, -2.788], [-4.000, 4.518, -2.908], [-4.935, 3.613, 0.591], [-6.253, 4.556, -0.904], [-6.327, 1.304, -1.282], [-0.746, 5.274, -3.862], [-1.500, 4.086, -3.643], [-0.938, 5.951, -3.030], [0.326, 5.067, -3.904], [-1.051, 5.773, -4.783], [-1.346, 3.484, -4.391], [-1.619, 1.715, -7.010], [-1.199, 2.761, -6.125], [-2.677, 1.553, -6.826], [-1.483, 2.009, -8.051], [-1.077, 0.789, -6.817], [-0.264, 2.926, -6.287], [0.394, 0.434, 2.848], [0.556, 1.504, 1.906], [0.486, -0.489, 2.279], [1.173, 0.458, 3.609], [-0.591, 0.462, 3.319], [0.493, 2.329, 2.394], [1.436, -2.110, -0.486], [1.578, -1.020, -1.397], [1.524, -3.031, -1.054], [2.221, -2.099, 0.272], [0.454, -2.085, -0.004], [1.509, -0.208, -0.887], [4.450, -4.340, -0.597], [3.273, -4.839, 0.025], [4.961, -3.733, 0.147], [5.121, -5.145, -0.908], [4.221, -3.715, -1.465], [2.810, -5.392, -0.610], [-6.762, 5.050, -4.747], [-6.771, 3.696, -4.305], [-7.455, 5.106, -5.581], [-7.104, 5.738, -3.969], [-5.774, 5.361, -5.100], [-6.168, 3.603, -3.565], [-9.733, 1.414, 1.018], [-8.673, 2.166, 1.590], [-10.305, 0.996, 1.844], [-10.400, 2.036, 0.416], [-9.360, 0.592, 0.401], [-8.151, 2.539, 0.874], [4.085, -1.006, 2.785], [3.568, -0.147, 3.801], [3.453, -1.890, 2.749], [4.064, -0.508, 1.811], [5.106, -1.329, 3.002], [4.127, 0.634, 3.834], [3.900, -1.218, 7.600], [5.079, -0.644, 7.053], [4.026, -1.233, 8.681], [3.016, -0.623, 7.356], [3.752, -2.242, 7.249], [4.973, -0.624, 6.097], [4.898, -5.736, 2.954], [4.877, -4.407, 3.481], [4.142, -5.770, 2.173], [5.874, -5.979, 2.531], [4.657, -6.474, 3.722], [5.539, -4.355, 4.174], [7.305, -8.709, 1.946], [7.680, -7.704, 2.876], [6.285, -8.998, 2.189], [7.327, -8.345, 0.915], [7.942, -9.594, 2.021], [8.582, -7.433, 2.686]],
  "mulliken_charge": [-0.755, 0.484, -0.526, -0.029, 0.282, -0.531, 0.308, 0.288, 0.252, 0.321, 0.233, 0.142, 0.132, 0.153, 0.242, -0.743, -0.311, 0.270, 0.313, 0.286, 0.337, -0.598, -0.515, 0.247, 0.246, 0.275, 0.266, -0.393, -0.463, 0.092, 0.192, 0.306, 0.260, -0.266, -0.519, 0.203, 0.016, 0.292, 0.276, -0.631, -0.492, 0.198, 0.324, 0.329, 0.273, -0.510, -0.462, 0.255, 0.256, 0.242, 0.185, -0.531, -0.489, 0.220, 0.250, 0.238, 0.281, -0.612, -0.518, 0.185, 0.310, 0.362, 0.271, -0.478, -0.504, 0.248, 0.225, 0.214, 0.296, -0.553, -0.436, 0.204, 0.227, 0.304, 0.246, -0.564, -0.497, 0.217, 0.262, 0.300, 0.288]
}